No. 1
12 unconnected molecules or ions with the total composition C60H60N12, computed with wB97M-V/def2-TZVPD.

Element x y z (Å)
C  14.2917  34.2356  -12.5972
C  15.3891  33.6033  -12.0909
C  16.1779  34.1499  -11.0454
N  15.8524  35.3714  -10.5553
C  14.7455  35.9976  -11.0011
C  13.9652  35.4890  -12.0466
H  13.7445  33.8106  -13.4257
H  15.7079  32.6733  -12.5380
H  16.9903  33.5738  -10.6276
H  14.6822  37.0258  -10.6767
H  13.2076  36.1398  -12.4576
C  6.4442  36.1488  -15.6435
C  6.2216  35.5743  -14.3851
C  6.0929  34.2216  -14.1871
N  5.9648  33.3901  -15.2270
C  6.0973  33.8866  -16.4564
C  6.4075  35.2164  -16.6900
H  6.7865  37.1552  -15.8340
H  6.3013  36.2477  -13.5445
H  5.9738  33.6786  -13.2612
H  6.0542  33.2512  -17.3286
H  6.6165  35.5985  -17.6783
C  7.5612  29.8109  -10.1999
C  6.8755  29.9922  -11.3983
C  6.4897  31.2766  -11.8676
N  6.9143  32.4116  -11.2189
C  7.7435  32.2308  -10.1220
C  8.0560  30.9661  -9.5714
H  7.6891  28.8063  -9.8248
H  6.4738  29.1607  -11.9583
H  5.8674  31.4106  -12.7400
H  8.0938  33.1258  -9.6295
H  8.6350  30.9918  -8.6600
C  10.5291  37.8238  -16.9070
C  9.3195  37.6297  -17.5794
C  9.3147  36.9651  -18.8050
N  10.4840  36.4944  -19.3890
C  11.6343  36.6890  -18.6850
C  11.6984  37.2997  -17.4604
H  10.5527  38.4191  -16.0062
H  8.3940  38.0591  -17.2253
H  8.4746  36.8376  -19.4716
H  12.5183  36.4634  -19.2630
H  12.6000  37.5517  -16.9219
C  15.4453  39.3824  -11.9156
C  15.5938  38.7213  -13.1584
C  14.6592  39.0498  -14.1691
N  13.6298  39.9348  -13.9592
C  13.4194  40.4828  -12.7228
C  14.3031  40.1985  -11.6860
H  16.1672  39.2022  -11.1327
H  16.4345  38.0690  -13.3432
H  14.7345  38.5502  -15.1236
H  12.6774  41.2670  -12.6942
H  14.2682  40.8174  -10.8016
C  10.3265  33.1035  -18.2010
C  9.4331  32.0556  -17.9597
C  9.8036  30.7164  -18.2202
N  10.9708  30.4007  -18.7993
C  11.8025  31.4719  -19.1283
C  11.6248  32.7726  -18.6452
H  10.0544  34.0845  -17.8406
H  8.5069  32.2574  -17.4422
H  9.1219  29.8931  -18.0662
H  12.6459  31.2511  -19.7658
H  12.3772  33.4992  -18.9140
C  11.7615  31.0824  -10.4562
C  11.6765  32.3351  -10.9908
C  11.5240  33.4160  -10.1515
N  11.4429  33.3496  -8.7881
C  11.4782  32.1042  -8.2759
C  11.6996  30.9844  -9.0825
H  11.8427  30.2274  -11.1111
H  11.6087  32.4343  -12.0641
H  11.3857  34.3974  -10.5804
H  11.4164  31.9392  -7.2103
H  11.7195  30.0065  -8.6246
C  8.7015  37.7047  -11.1553
C  9.4928  38.2732  -12.1252
C  10.8368  38.2710  -11.9998
N  11.4291  37.7884  -10.8677
C  10.6263  37.2841  -9.8765
C  9.2940  37.1218  -10.0430
H  7.6273  37.6445  -11.2494
H  9.0866  38.8391  -12.9506
H  11.3911  38.6902  -12.8265
H  11.0697  36.7132  -9.0741
H  8.7233  36.6547  -9.2541
C  7.6051  30.5655  -15.4431
C  6.5009  30.0405  -16.1421
C  6.4209  28.6505  -16.2540
N  7.3436  27.7802  -15.7529
C  8.4721  28.3291  -15.2513
C  8.6521  29.6850  -15.1194
H  7.7607  31.6231  -15.2892
H  5.6840  30.6595  -16.4828
H  5.5351  28.2639  -16.7360
H  9.2466  27.7087  -14.8252
H  9.6325  29.9710  -14.7681
C  15.0918  34.1729  -17.4116
C  15.4908  34.2554  -16.0781
C  16.0134  35.5152  -15.6666
N  16.1398  36.5336  -16.4785
C  15.6773  36.4764  -17.7731
C  15.1213  35.3028  -18.2658
H  14.6518  33.2617  -17.7891
H  15.4314  33.3939  -15.4295
H  16.4034  35.7075  -14.6780
H  15.7613  37.4015  -18.3241
H  14.7929  35.2790  -19.2944
C  10.8448  35.4599  -14.3813
C  11.6678  34.7278  -15.2686
C  11.5796  33.3519  -15.2568
N  10.7038  32.7055  -14.5476
C  9.7814  33.4196  -13.8266
C  9.8936  34.7912  -13.6743
H  10.9948  36.5215  -14.2516
H  12.4947  35.2594  -15.7159
H  12.2139  32.7289  -15.8699
H  8.9692  32.9026  -13.3372
H  9.3261  35.3783  -12.9675
C  13.2074  30.2377  -15.7888
C  14.3747  30.4798  -16.5581
C  15.5311  30.8360  -15.8609
N  15.6480  30.7554  -14.5426
C  14.5500  30.5026  -13.8162
C  13.3050  30.2368  -14.3911
H  12.2443  30.1616  -16.2716
H  14.3356  30.4127  -17.6353
H  16.4618  31.1324  -16.3216
H  14.7062  30.4797  -12.7478
H  12.4119  30.1101  -13.7972

Summary:
- Relative energy (zero: lowest compared OMol25 entry of this formula, charge and spin): 235.6 kJ/mol
- SMILES: c1ccncc1.c1ccncc1.c1ccncc1.c1ccncc1.c1ccncc1.c1ccncc1.c1ccncc1.c1ccncc1.c1ccncc1.c1ccncc1.c1ccncc1.c1ccncc1
- Electronic energy: -2979.28292 Eh

No. 2
2 unconnected molecules or ions with the total composition C4H8N2O, computed with wB97M-V/def2-TZVPD.

Element x y z (Å)
C  -0.8194  -0.0080  0.2256
C  2.0614  -0.0289  0.2355
C  -2.1761  0.6925  0.1200
C  -0.7654  -1.4747  -0.1634
N  0.1700  0.7466  0.4485
N  2.8094  1.0058  -0.2206
O  2.1939  -1.1815  0.3921
H  -2.0348  1.5168  -0.5724
H  -2.4435  1.1443  1.1173
H  -2.9110  0.1406  -0.3228
H  -1.2488  -1.3195  -1.0673
H  0.1701  -2.0150  -0.2151
H  -1.3639  -2.0418  0.4575
H  2.6025  1.9635  0.0317
H  3.7555  0.8592  -0.4666

Summary:
- Relative energy (zero: lowest compared OMol25 entry of this formula, charge and spin): 318.3 kJ/mol
- Electronic energy: -341.88240 Eh

no.,gap between HOMO and LUMO (eV)
1,9.439
2,8.754